1.
Computed, not measured: a 8-piece molecular cluster, C24H35F5O18 overall at a distorted geometry, with the ωB97M-V functional and the def2-TZVPD basis.

Results
LUMO energy ... -0.105 eV
Highest occupied orbital energy ... -9.8687 eV
Gap between HOMO and LUMO ... 0.359 Ha
Spin multiplicity ... 1
Total energy ... -75892.196 eV
F_max ... 5.95 eV Å⁻¹

```
82
Properties=species:S:1:pos:R:3:mulliken_charge:R:1
O 5.819 -0.575 -6.282 -0.55
C 5.603 0.149 -5.323 0.63
O 6.401 0.144 -4.254 -0.32
C 5.754 0.743 -3.164 -0.46
C 4.846 1.648 -3.872 0.37
F 5.498 2.776 -4.163 -0.31
O 4.585 1.041 -5.098 -0.30
H 5.156 0.014 -2.617 0.32
H 6.510 1.303 -2.614 0.32
H 4.083 1.906 -3.138 0.30
O -1.714 4.701 -2.532 -0.56
C -1.637 4.424 -3.703 0.67
O -1.107 5.228 -4.589 -0.34
C -0.949 4.713 -5.867 -0.37
C -1.679 3.441 -5.584 0.32
F -0.697 2.607 -5.562 -0.28
O -2.236 3.434 -4.289 -0.26
H -1.564 5.428 -6.411 0.27
H 0.059 4.650 -6.278 0.25
H -2.284 3.076 -6.414 0.30
O -2.037 5.782 7.667 -0.53
C -1.188 5.373 6.945 0.69
O 0.059 5.597 7.177 -0.33
C 0.845 5.136 6.104 -0.46
C -0.235 5.089 5.017 0.40
F 0.079 3.983 4.330 -0.28
O -1.385 4.879 5.722 -0.29
H 1.655 5.845 5.930 0.23
H 1.369 4.233 6.416 0.28
H -0.245 6.002 4.421 0.30
O 2.839 -4.430 6.502 -0.55
C 2.792 -4.303 5.277 0.65
O 3.832 -4.501 4.469 -0.33
C 3.586 -3.960 3.194 -0.31
C 2.022 -3.824 3.268 0.36
F 1.331 -4.862 2.759 -0.29
O 1.757 -3.759 4.595 -0.28
H 4.094 -3.012 3.018 0.26
H 3.962 -4.716 2.504 0.27
H 1.531 -2.952 2.837 0.21
O -2.925 -2.581 6.671 -0.59
C -3.114 -1.452 6.153 0.67
O -2.426 -1.076 5.119 -0.28
C -2.310 0.288 5.094 -0.36
C -3.629 0.700 5.694 0.25
F -4.647 0.653 4.836 -0.26
O -3.814 -0.412 6.596 -0.34
H -1.571 0.835 5.680 0.27
H -2.214 0.628 4.063 0.32
H -3.703 1.624 6.268 0.31
C -4.698 -1.815 0.432 -0.52
C -5.868 -0.805 0.616 -0.39
C -5.328 0.493 -0.014 -0.47
O -3.885 0.250 -0.172 -0.39
C -3.722 -1.100 -0.543 -0.39
H -5.010 -2.727 -0.078 0.27
H -4.185 -2.144 1.335 0.27
H -6.057 -0.609 1.672 0.13
H -6.891 -1.060 0.340 0.36
H -5.431 1.376 0.617 0.27
H -5.787 0.902 -0.914 0.27
H -2.721 -1.486 -0.348 0.31
H -3.984 -1.302 -1.582 0.28
C 2.312 -4.776 -5.372 -0.28
C 1.021 -4.148 -5.674 -0.69
C 0.722 -3.189 -4.502 -0.28
O 1.783 -3.265 -3.630 -0.38
C 2.562 -4.425 -3.914 -0.48
H 3.111 -4.510 -6.064 0.34
H 2.012 -5.822 -5.302 0.19
H 0.334 -4.990 -5.764 0.28
H 1.092 -3.736 -6.680 0.26
H -0.197 -3.484 -3.995 0.30
H 0.711 -2.245 -5.045 0.23
H 2.278 -5.213 -3.217 0.27
H 3.587 -4.112 -3.715 0.24
C 1.234 0.230 -0.241 -0.50
O 0.409 1.096 0.530 -0.50
H 0.523 -0.569 -0.449 0.21
H 1.647 0.596 -1.182 0.24
H 2.114 -0.246 0.191 0.26
H -0.440 1.175 0.089 0.30
```

2.
Computed, not measured: C24H35FeN5O2 as an isolated structure at a distorted geometry, with the ωB97M-V functional and the def2-TZVPD basis.

Results
LUMO energy (spin up / spin down) ... -4.616 / -4.811 eV
Highest occupied orbital energy (spin up / spin down) ... -12.7949 / -12.7926 eV
Energy relative to the best compared isomer or geometry (same formula, charge and spin) ... 0.0 kcal/mol
Gap between HOMO and LUMO (spin up / spin down) ... 0.301 / 0.293 Ha
Total charge ... +2
Spin multiplicity ... 1
Total energy ... -71375.382 eV
F_max ... 1.01 eV Å⁻¹

```
67
Properties=species:S:1:pos:R:3:mulliken_charge:R:1
Fe -0.538 -1.297 0.361 1.16
C 0.450 -0.525 3.680 -1.77
C -0.550 -1.124 2.733 1.21
C -1.606 -0.386 2.229 -0.50
C -2.567 -0.962 1.354 0.26
C -3.691 -0.142 0.800 -1.73
C -2.449 -2.313 1.050 -0.41
C -1.401 -3.104 1.570 0.55
C -1.313 -4.564 1.243 -1.74
C -0.443 -2.486 2.357 -0.84
H 0.378 -1.017 4.651 0.45
H 0.263 0.536 3.842 0.40
H 1.476 -0.656 3.331 0.28
H -1.717 0.659 2.494 0.61
H -4.573 -0.255 1.433 0.38
H -3.947 -0.466 -0.207 0.44
H -3.422 0.911 0.763 0.21
H -3.150 -2.761 0.357 0.51
H -1.827 -5.140 2.014 0.37
H -0.279 -4.903 1.205 0.43
H -1.799 -4.783 0.293 0.37
H 0.369 -3.083 2.753 0.77
N 0.852 -5.077 -3.311 -0.58
C -0.222 -4.145 -2.994 -0.35
C 0.135 -3.398 -1.720 0.41
O -0.550 -2.486 -1.286 -0.63
O 1.222 -3.821 -1.124 -0.50
H 1.394 -4.782 -4.112 0.22
H 0.519 -6.014 -3.489 0.23
H 1.554 -4.543 -1.737 0.51
H -1.156 -4.674 -2.795 0.29
H -0.438 -3.413 -3.772 0.34
N 2.233 4.118 2.509 -0.56
C 1.553 4.437 1.249 -0.73
C 1.450 3.165 0.398 0.00
N 0.996 2.060 1.307 0.10
H 1.937 4.732 3.257 0.22
H 3.238 4.217 2.428 0.21
H 1.428 2.323 2.223 0.67
H 2.050 5.209 0.662 0.38
H 0.551 4.802 1.475 0.41
H 2.420 2.871 -0.001 0.44
H 0.744 3.269 -0.422 -0.18
H -0.023 2.011 1.354 0.26
H 1.290 1.123 1.006 -0.28
N 3.585 -1.652 0.277 -0.01
C 3.427 -0.880 -0.843 -0.81
C 2.115 -0.536 -0.872 -0.70
N 1.468 -1.082 0.226 0.90
C 2.397 -1.765 0.885 -0.92
H 4.445 -2.075 0.591 0.25
H 4.242 -0.651 -1.506 0.47
H 1.566 0.052 -1.587 0.65
H 2.251 -2.354 1.769 0.39
C -0.791 0.341 -0.615 -0.62
C -0.942 1.408 -1.181 0.33
C -1.133 2.666 -1.852 -0.26
C -0.496 2.925 -3.068 -0.21
C -0.660 4.147 -3.699 -0.67
C -1.458 5.128 -3.125 -0.49
C -2.096 4.881 -1.917 -0.70
C -1.936 3.659 -1.283 -0.04
H 0.113 2.154 -3.523 0.46
H -0.172 4.332 -4.647 0.43
H -1.591 6.079 -3.622 0.43
H -2.729 5.638 -1.473 0.44
H -2.448 3.460 -0.349 0.41
```

3.
Computed, not measured: C24H35HfN2 as an isolated structure at a distorted geometry, with the ωB97M-V functional and the def2-TZVPD basis.

Results
LUMO energy (spin up / spin down) ... -3.879 / -4.044 eV
Highest occupied orbital energy (spin up / spin down) ... -8.6498 / -8.4691 eV
Energy relative to the best compared isomer or geometry (same formula, charge and spin) ... 72.0 kcal/mol
Gap between HOMO and LUMO (spin up / spin down) ... 0.175 / 0.163 Ha
Total charge ... +1
Spin multiplicity ... 1
Total energy ... -29733.540 eV
F_max ... 4.13 eV Å⁻¹

```
62
Properties=species:S:1:pos:R:3:mulliken_charge:R:1
C -2.704 -0.156 0.550 0.54
C -2.087 -1.175 1.348 0.70
C -1.669 -2.228 0.474 0.94
C -1.911 -1.811 -0.878 0.75
C -2.595 -0.546 -0.830 0.48
Hf -0.330 -0.159 -0.068 1.21
C 2.485 0.449 -1.585 1.94
C 1.145 1.195 -1.454 -1.14
H 1.262 2.244 -1.142 0.49
C -0.064 0.771 -2.070 -1.27
H -0.030 0.030 -2.884 0.34
H -0.877 1.497 -2.215 0.54
C 3.596 1.507 -1.673 -2.14
H 3.665 2.054 -0.729 0.43
H 4.565 1.045 -1.884 0.47
H 3.376 2.214 -2.478 0.50
C 2.545 -0.420 -2.870 -1.80
H 1.762 -1.192 -2.890 0.31
H 2.454 0.192 -3.775 0.41
H 3.507 -0.949 -2.917 0.44
C -2.011 -1.192 2.837 -1.94
H -1.732 -0.206 3.238 0.30
H -2.975 -1.472 3.288 0.35
H -1.258 -1.911 3.183 0.45
C -1.308 -3.599 0.924 -2.04
H -0.301 -3.635 1.353 0.48
H -1.998 -3.947 1.707 0.40
H -1.352 -4.312 0.092 0.45
C -1.665 -2.638 -2.096 -1.71
H -0.634 -3.025 -2.125 0.27
H -2.338 -3.508 -2.120 0.39
H -1.825 -2.058 -3.012 0.38
C -3.270 0.137 -1.969 -1.64
H -2.708 0.023 -2.903 0.44
H -4.275 -0.282 -2.134 0.31
H -3.392 1.210 -1.775 0.36
C -3.509 0.987 1.069 -1.39
H -3.549 1.813 0.347 0.33
H -4.545 0.673 1.272 0.31
H -3.099 1.380 2.010 0.27
C 1.572 -1.309 -0.082 0.06
C 2.724 -0.468 -0.446 0.89
C 1.825 -2.682 0.029 -0.92
C 4.092 -1.020 -0.324 -0.59
H 2.368 -0.055 0.609 0.18
C 3.122 -3.187 0.069 -0.69
H 0.988 -3.384 0.025 0.44
C 4.245 -2.345 -0.043 -0.69
H 4.940 -0.346 -0.452 0.40
H 3.281 -4.264 0.183 0.44
H 5.247 -2.765 0.062 0.44
C -1.345 3.927 3.492 -0.69
N -0.448 3.591 2.357 -0.03
C 0.431 4.658 1.819 -0.73
C -0.410 2.404 1.876 0.50
N -0.221 1.425 1.219 -0.63
H -1.219 4.993 3.693 0.25
H -1.075 3.338 4.380 0.31
H -2.392 3.714 3.230 0.30
H 1.489 4.384 1.941 0.31
H 0.224 4.833 0.754 0.29
H 0.212 5.561 2.392 0.28
```

4.
Computed, not measured: C24H35MoN as an isolated structure at a distorted geometry, with the ωB97M-V functional and the def2-TZVPD basis.

Results
LUMO energy (spin up / spin down) ... -7.863 / -9.304 eV
Highest occupied orbital energy (spin up / spin down) ... -16.3037 / -16.5514 eV
Energy relative to the best compared isomer or geometry (same formula, charge and spin) ... 0.0 kcal/mol
Gap between HOMO and LUMO (spin up / spin down) ... 0.310 / 0.266 Ha
Total charge ... +2
Spin multiplicity ... 3
Total energy ... -28784.322 eV
F_max ... 3.13 eV Å⁻¹

```
61
Properties=species:S:1:pos:R:3:mulliken_charge:R:1
Mo -3.451 -6.234 -12.381 0.09
C -3.361 -8.027 -10.702 -0.47
C -4.707 -7.604 -10.892 -0.22
C -5.359 -7.682 -12.164 -0.95
C -4.636 -8.165 -13.273 -0.08
C -3.293 -8.566 -13.086 -0.03
C -2.702 -8.574 -11.851 -0.39
H -2.916 -7.938 -9.737 0.57
H -5.261 -7.154 -10.035 0.50
H -6.339 -7.334 -12.278 0.53
H -5.046 -8.278 -14.266 0.45
H -2.752 -8.886 -13.946 0.51
H -1.667 -8.857 -11.725 0.55
C -2.648 -4.187 -13.024 -1.38
C -1.677 -5.158 -13.400 0.51
C -1.161 -5.712 -12.129 0.79
C -1.887 -5.129 -11.045 0.01
C -2.831 -4.152 -11.621 0.17
C -3.586 -3.120 -10.795 1.40
C -3.562 -3.597 -9.348 -1.55
C -2.666 -1.874 -11.027 -1.56
C -5.033 -2.898 -11.252 -1.52
C 0.135 -6.499 -11.918 1.83
C 0.433 -7.785 -12.680 -2.15
C 1.271 -5.423 -12.269 -1.52
C 0.338 -6.760 -10.416 -2.03
C -1.344 -5.341 -14.910 1.38
C -2.616 -5.578 -15.714 -1.97
C -0.647 -4.040 -15.430 -1.67
C -0.419 -6.503 -15.280 -1.93
H -3.125 -3.472 -13.700 0.66
H -1.833 -5.320 -9.999 0.94
H -2.543 -3.496 -8.927 0.36
H -3.910 -4.601 -9.250 0.35
H -4.179 -2.922 -8.682 0.38
H -1.674 -2.000 -10.631 0.38
H -3.165 -1.025 -10.596 0.49
H -2.652 -1.616 -12.118 0.39
H -5.594 -3.807 -11.097 0.35
H -5.203 -2.510 -12.284 0.25
H -5.438 -2.142 -10.567 0.49
H 0.585 -8.654 -12.014 0.39
H 1.404 -7.668 -13.183 0.49
H -0.300 -7.999 -13.445 0.42
H 1.010 -4.471 -11.824 0.37
H 1.414 -5.276 -13.395 0.29
H 2.161 -5.687 -11.753 0.57
H -0.394 -7.430 -9.925 0.35
H 0.318 -5.852 -9.770 0.38
H 1.308 -7.191 -10.310 0.60
H -3.334 -4.789 -15.753 0.38
H -3.244 -6.431 -15.332 0.14
H -2.366 -5.816 -16.708 0.63
H -1.359 -3.197 -15.475 0.36
H -0.235 -4.159 -16.405 0.51
H 0.179 -3.710 -14.802 0.37
H -0.856 -7.491 -15.310 0.30
H 0.440 -6.586 -14.651 0.39
H -0.005 -6.339 -16.291 0.55
N -5.864 -4.894 -14.018 -0.56
C -4.955 -5.271 -13.417 0.13
```